[1]
HNO4S | wB97M-V/def2-TZVPD

Molecular weight ... 111.078 Da
Energy above the lowest of the compared OMol25 structures with the same formula, charge and spin ... 145.6 kJ/mol
Kohn-Sham gap (alpha / beta) ... 8.2039 / 10.0792 eV
LUMO (alpha / beta) ... -0.421 / -1.074 eV
Spin multiplicity ... 3
Maximum force ... 3.5 eV/Å

Last column: Löwdin charge in e.
Atoms and positions in Å:
N: 3.118 0.696 -1.628  0.023
O: 2.936 -0.411 -1.942  -0.033
O: 0.564 2.237 0.783  -0.498
O: -0.812 0.184 -0.066  -0.093
O: -0.162 0.825 -1.147  -0.429
S: 0.709 2.113 -0.620  0.926
H: -0.669 0.410 0.881  0.103

[2]
C4H7NO | wB97M-V/def2-TZVPD

Molecular weight ... 85.106 Da
Energy above the lowest of the compared OMol25 structures with the same formula, charge and spin ... 257.3 kJ/mol
Kohn-Sham gap ... 11.0010 eV
LUMO ... 1.139 eV
Maximum force ... 0.5 eV/Å
SMILES ... C/N=C/[C@H]1CO1

Last column: Löwdin charge in e.
Atoms and positions in Å:
C: 0.629 -0.647 2.119  -0.135
N: -0.047 -0.466 0.849  0.005
C: 0.267 0.546 0.162  -0.141
C: -0.414 0.838 -1.135  -0.283
C: -0.716 -0.255 -2.070  -0.121
O: -1.731 0.343 -1.291  -0.030
H: 0.052 -0.137 2.899  0.081
H: 1.654 -0.248 2.130  0.073
H: 0.656 -1.710 2.374  0.070
H: 1.045 1.264 0.473  0.122
H: -0.255 1.841 -1.534  0.136
H: -0.764 -0.055 -3.140  0.110
H: -0.441 -1.266 -1.773  0.114

[3]
C22H40Cl8O12 | wB97M-V/def2-TZVPD

Molecular weight ... 780.174 Da
Energy above the lowest of the compared OMol25 structures with the same formula, charge and spin ... 0.0 kJ/mol
Kohn-Sham gap ... 10.6729 eV
LUMO ... 0.342 eV
Maximum force ... 2.3 eV/Å
SMILES ... CCOC(=O)OC.CCOC(=O)OC.O=C1OCCO1.O=C1OCCO1.ClCCCl.ClCCCl.ClCCCl.ClCCCl

Last column: Löwdin charge in e.
Atoms and positions in Å:
Cl: 2.922 -2.753 0.429  0.580
C: 2.394 -4.441 0.224  -0.643
C: 1.288 -4.797 1.187  -0.615
Cl: -0.166 -3.804 0.843  0.633
H: 3.246 -5.106 0.353  0.076
H: 2.049 -4.538 -0.803  0.067
H: 1.566 -4.491 2.192  0.025
H: 1.016 -5.846 1.158  0.077
Cl: -5.415 1.951 -2.439  0.585
C: -3.992 0.926 -2.176  -0.660
C: -3.561 0.234 -3.427  -0.640
Cl: -2.626 1.299 -4.497  0.631
H: -4.190 0.210 -1.382  0.063
H: -3.206 1.558 -1.784  0.047
H: -4.453 -0.089 -3.962  0.066
H: -2.974 -0.654 -3.204  0.073
Cl: 1.809 -1.985 3.625  0.601
C: 2.031 -1.660 5.366  -0.644
C: 1.557 -0.249 5.716  -0.677
Cl: 2.088 0.155 7.351  0.570
H: 3.060 -1.890 5.611  0.064
H: 1.373 -2.338 5.906  0.069
H: 0.471 -0.277 5.713  0.071
H: 1.930 0.484 5.007  0.064
Cl: -0.971 5.642 -2.476  0.580
C: -2.472 4.717 -2.369  -0.681
C: -3.712 5.570 -2.283  -0.637
Cl: -3.866 6.720 -3.658  0.509
H: -2.477 4.013 -1.535  0.060
H: -2.540 4.069 -3.244  0.040
H: -3.737 6.185 -1.386  0.070
H: -4.609 4.957 -2.300  0.045
C: 0.130 -0.385 0.388  -0.139
C: 1.081 0.525 1.214  -0.077
O: 0.434 1.827 1.120  0.054
C: -0.786 1.723 0.575  -0.578
O: -1.562 2.613 0.445  0.144
O: -1.013 0.458 0.146  0.032
H: -0.127 -1.239 1.014  0.048
H: 0.516 -0.760 -0.556  0.099
H: 2.042 0.678 0.746  0.101
H: 1.047 0.234 2.256  0.073
C: 0.830 2.160 -5.503  -0.106
C: 0.745 3.154 -4.334  -0.138
O: 0.400 2.308 -3.242  0.030
C: 0.657 1.018 -3.566  -0.608
O: 0.629 0.115 -2.806  0.162
O: 1.135 0.921 -4.826  0.054
H: 1.577 2.428 -6.245  0.129
H: -0.130 2.017 -6.000  0.106
H: -0.143 3.751 -4.555  0.099
H: 1.606 3.796 -4.188  0.130
C: -6.050 -3.121 4.545  -0.069
C: -5.969 -2.524 3.156  -0.227
O: -4.909 -3.133 2.425  0.050
C: -4.573 -2.521 1.298  -0.616
O: -5.142 -1.577 0.824  0.129
O: -3.506 -3.123 0.791  -0.001
C: -2.932 -2.478 -0.336  -0.066
H: -6.906 -2.667 5.040  0.079
H: -5.157 -2.965 5.154  0.077
H: -6.162 -4.203 4.469  0.079
H: -5.915 -1.438 3.129  0.126
H: -6.930 -2.784 2.691  0.129
H: -2.455 -1.552 -0.004  0.084
H: -3.717 -2.190 -1.034  0.088
H: -2.180 -3.136 -0.744  0.053
C: 7.810 -1.275 -1.127  -0.065
C: 6.572 -0.885 -0.340  -0.211
O: 6.535 0.548 -0.220  0.045
C: 5.415 1.050 0.275  -0.623
O: 4.519 0.408 0.748  0.105
O: 5.478 2.370 0.200  0.019
C: 4.349 3.060 0.719  -0.031
H: 8.664 -0.662 -0.836  0.081
H: 7.664 -1.226 -2.202  0.075
H: 8.082 -2.292 -0.842  0.077
H: 6.634 -1.320 0.657  0.127
H: 5.691 -1.243 -0.870  0.117
H: 4.314 2.983 1.808  0.103
H: 3.421 2.669 0.309  0.087
H: 4.456 4.113 0.478  0.095

[4]
C2H5NOS2 | wB97M-V/def2-TZVPD

Molecular weight ... 123.202 Da
Energy above the lowest of the compared OMol25 structures with the same formula, charge and spin ... 25.3 kJ/mol
Kohn-Sham gap ... 9.8514 eV
LUMO ... 0.510 eV
Maximum force ... 2.1 eV/Å
SMILES ... CSC(=O)NS

Last column: Löwdin charge in e.
Atoms and positions in Å:
C: -2.145 -0.606 -0.014  -0.414
C: 0.365 0.577 -0.243  -0.861
H: -2.245 0.112 0.834  0.051
H: -2.566 -0.176 -0.955  0.052
H: -2.778 -1.449 0.298  0.037
H: 2.098 1.557 -0.049  0.080
H: 3.499 -0.461 0.874  -0.169
N: 1.725 0.648 -0.096  -0.368
O: -0.341 1.565 -0.210  -0.012
S: -0.412 -1.056 -0.243  0.841
S: 2.800 -0.712 -0.196  0.763

> Among the records above, which one has the highest maximum force?

HNO4S